# 1
The following is a DFT calculation (ωB97M-V/def2-TZVPD) of 2 unconnected molecules or ions with the total composition C6H18N3Si in a non-equilibrium geometry.

Cartesian coordinates (Å):
C (0.116, 0.692, -0.052)
C (-2.149, 1.581, 0.487)
C (-0.469, 1.444, 2.194)
C (2.009, -0.139, -1.175)
C (2.506, 0.931, 0.944)
C (-1.243, -2.245, -2.408)
N (-0.722, 1.343, 0.797)
N (1.459, 0.468, 0.070)
N (-0.520, -1.499, 0.324)
Si (-1.246, -2.667, -0.596)
H (-2.849, 0.811, 0.779)
H (-2.632, 2.397, 0.954)
H (-2.169, 1.743, -0.524)
H (-0.289, 2.619, 2.349)
H (-1.322, 1.059, 2.605)
H (0.350, 0.984, 2.677)
H (2.686, 0.440, -1.731)
H (2.645, -0.856, -0.839)
H (1.338, -0.588, -1.762)
H (3.487, 0.700, 0.555)
H (2.415, 1.993, 1.079)
H (2.204, 0.515, 1.967)
H (-0.673, -1.415, -2.733)
H (-0.706, -2.949, -3.070)
H (-2.209, -2.105, -2.962)
H (-0.354, -1.648, 1.285)
H (-1.454, -4.054, -0.233)
H (-0.208, 0.444, -0.981)

Calculated values
Kohn-Sham gap = 9.40 eV
Charge = +1

***

# 2
The following is a DFT calculation (ωB97M-V/def2-TZVPD) of a single C3H4FN3 molecule in a non-equilibrium geometry.

Cartesian coordinates (Å):
N (-1.146, -0.714, 1.205)
N (-0.322, -0.145, 0.264)
C (-0.607, 0.694, -0.770)
N (0.451, 1.013, -1.456)
C (1.507, 0.379, -0.841)
C (1.042, -0.335, 0.223)
F (1.635, -1.121, 1.105)
H (-1.605, 0.012, 1.720)
H (-1.870, -1.248, 0.729)
H (-1.632, 1.005, -0.975)
H (2.545, 0.461, -1.203)

Calculated values
Kohn-Sham gap = 9.60 eV
SMILES string = Nn1cncc1F

***

# 3
The following is a DFT calculation (ωB97M-V/def2-TZVPD) of 2 unconnected molecules or ions with the total composition C2H8N3O in a non-equilibrium geometry.

Cartesian coordinates (Å):
C (-0.065, -1.823, -0.787)
N (-0.835, -2.861, -0.522)
O (0.045, -0.853, -0.036)
H (0.444, -1.850, -1.755)
H (-1.031, -3.633, -1.143)
H (-1.241, -2.975, 0.400)
N (-0.740, 1.878, -0.123)
C (0.343, 2.252, 0.557)
N (1.336, 1.477, 0.921)
H (-1.024, 0.906, -0.100)
H (-1.346, 2.680, -0.199)
H (0.442, 3.329, 0.595)
H (2.254, 1.777, 0.639)
H (1.195, 0.472, 0.901)

Calculated values
Kohn-Sham gap = 10.82 eV
Charge = +1

***

# 4
The following is a DFT calculation (ωB97M-V/def2-TZVPD) of a single C8H10 molecule in a non-equilibrium geometry.

Cartesian coordinates (Å):
C (-1.467, -2.447, 1.133)
C (-0.806, -1.318, 0.812)
C (0.053, -0.446, 1.878)
C (-0.874, -0.809, -0.551)
C (-0.181, 0.072, -1.287)
C (0.778, 1.153, -1.109)
C (1.347, 2.068, -0.384)
C (1.570, 2.241, -1.869)
H (-1.797, -2.829, 2.183)
H (-2.110, -3.049, 0.493)
H (-0.491, -0.598, 2.871)
H (-0.006, 0.575, 1.527)
H (1.045, -0.837, 2.027)
H (-1.408, -1.506, -1.159)
H (-0.566, 0.107, -2.274)
H (1.397, 2.497, 0.580)
H (2.515, 2.034, -2.430)
H (1.000, 3.090, -2.442)

Calculated values
Kohn-Sham gap = 8.48 eV
SMILES string = C=C(C)/C=C\C1=CC1

***

Values for total energy, eV, ordered as above
-18852.576 -10362.212 -8715.903 -8453.371
Values for E_HOMO, Ha, ordered as above
-0.46605 -0.32609 -0.53154 -0.30578
Values for relative energy (zero: lowest compared OMol25 entry of this formula, charge and spin), eV, ordered as above
1.900 1.509 0.573 4.899